The following is a DFT calculation (ωB97M-V with the def2-TZVPD basis set) of 5 unconnected molecules or ions with the total composition C29H40ClFINO13P at a distorted geometry.

CARTESIAN COORDINATES (ANGSTROEM)
C: 0.214631 0.866528 1.029812
C: 0.285985 0.976257 -0.288187
C: 1.149164 0.062737 -1.124308
C: 0.576061 -0.224302 -2.485337
C: 1.192616 0.284602 -3.625407
C: 2.476089 1.067392 -3.492422
O: 3.519709 0.505001 -3.645567
O: 2.382120 2.378856 -3.262082
C: 0.693487 0.060053 -4.915384
C: 1.388759 0.614336 -6.119361
P: 0.563896 2.044547 -6.937805
O: 1.436175 3.209314 -6.885715
O: -0.839384 2.263963 -6.215006
O: 0.170310 1.569372 -8.413179
C: -0.445671 -0.699037 -5.003851
Cl: -1.111438 -1.035114 -6.540154
N: -1.062516 -1.229964 -3.913233
C: -2.266494 -2.071252 -4.128914
C: -3.538920 -1.276737 -4.485219
C: -3.485829 0.198335 -4.121621
F: -4.776927 0.667341 -3.969102
C: -0.562070 -1.000950 -2.666109
I: -1.483001 -1.825956 -1.000139
H: 0.743964 0.073098 1.545782
H: -0.382241 1.532227 1.639519
H: -0.304269 1.737345 -0.790833
H: 1.296589 -0.881004 -0.590747
H: 2.143818 0.494682 -1.231736
H: 1.491508 2.634465 -2.985107
H: 2.387100 0.959218 -5.876693
H: 1.497761 -0.193316 -6.846774
H: -1.536924 1.743334 -6.635531
H: 0.578107 0.726514 -8.640273
H: -2.450363 -2.663586 -3.248254
H: -2.014173 -2.767710 -4.922334
H: -3.773446 -1.413054 -5.536728
H: -4.359145 -1.707457 -3.913605
H: -3.024507 0.791881 -4.912852
H: -2.965289 0.365644 -3.177543
O: 1.736390 -2.333258 0.864712
C: 2.603049 -3.172281 0.875226
O: 2.736869 -4.041390 1.875734
C: 3.915249 -4.866522 1.686635
C: 4.194625 -4.796567 0.190052
C: 3.687665 -3.397326 -0.161819
H: 4.724995 -4.434632 2.278362
H: 3.707782 -5.874882 2.039451
H: 5.239522 -4.968677 -0.056076
H: 3.597755 -5.547465 -0.329137
H: 4.453874 -2.632177 -0.024205
H: 3.278688 -3.321400 -1.166438
O: 3.846895 -7.854059 2.649517
C: 3.890631 -8.240619 3.785019
O: 3.196997 -7.639458 4.768764
C: 3.510123 -8.237647 6.043223
C: 4.036648 -9.628293 5.707551
C: 4.699424 -9.390551 4.350190
H: 4.259637 -7.615728 6.535624
H: 2.608360 -8.248037 6.648772
H: 4.702914 -10.026269 6.468966
H: 3.202791 -10.321244 5.592783
H: 5.735835 -9.063061 4.446316
H: 4.652644 -10.248778 3.686504
O: -1.306961 2.486884 3.308905
C: -1.109381 3.668711 3.399404
O: -1.996686 4.580957 2.968408
C: -1.458806 5.914254 3.109684
C: -0.378261 5.791858 4.175789
C: 0.117947 4.362857 3.957453
H: -1.055225 6.219243 2.140707
H: -2.254327 6.589011 3.397289
H: 0.393047 6.553616 4.090308
H: -0.830704 5.878688 5.163723
H: 0.909763 4.308256 3.207426
H: 0.449397 3.871428 4.867572
O: -3.852585 7.927177 4.603692
C: -4.690075 7.536541 3.843609
O: -4.680383 6.270680 3.362855
C: -5.724515 6.101099 2.387082
C: -6.743287 7.192599 2.698445
C: -5.850379 8.306168 3.244627
H: -5.285335 6.211427 1.393298
H: -6.126130 5.096254 2.485695
H: -7.339015 7.477614 1.834397
H: -7.422940 6.850382 3.479245
H: -5.460409 8.948838 2.453733
H: -6.329353 8.918178 4.002923

Forces on atoms 1 to 6 (eV/Å):
C -0.034 -0.024 0.012
C -0.107 -0.031 0.220
C -0.124 -0.132 0.029
C 0.346 0.221 -0.159
C -0.405 0.143 -0.027
C 0.266 -0.142 -0.027

LUMO level ... -0.156 hartree
Net charge ... +1
Kohn-Sham gap ... 7.4 eV
Largest force on an atom ... 1.14 eV/Å
HOMO energy ... -11.64 eV

Mulliken population analysis, charges in e, atoms 1 to 8: atom 1 (C): -0.797, atom 2 (C): 0.058, atom 3 (C): -0.352, atom 4 (C): 0.838, atom 5 (C): -0.060, atom 6 (C): -0.425, atom 7 (O): -0.514, atom 8 (O): -0.456